(1)
ORCA calculation (ωB97M-V/def2-TZVPD) on a cluster of 2 separate species, CH4NO in total.

```
7
Properties=species:S:1:pos:R:3
O 1.27035 -0.09653 1.53175
H 1.79386 0.62744 1.65576
C -0.20830 0.16723 -0.69457
N -1.36632 -0.06485 -1.14935
H 0.15483 1.04831 -0.93178
H 0.49329 -0.37671 0.13818
H -1.79077 -1.07624 -0.90330
```

## Properties
LUMO level ... 5.11 eV
Total charge ... -1
Gap between HOMO and LUMO ... 7.7 eV


(2)
ORCA calculation (ωB97M-V/def2-TZVPD) on a cluster of 2 separate species, CH4NO in total.

```
7
Properties=species:S:1:pos:R:3
O -0.34271 1.13519 -1.44735
H -0.95985 0.56568 -1.78413
C 0.01618 -0.51305 0.38504
N 0.56893 -0.55582 1.55141
H -0.88531 -1.11887 0.21511
H 0.20214 0.57390 -0.65079
H 1.40062 -0.08704 1.73072
```

## Properties
LUMO level ... 5.20 eV
Total charge ... -1
Gap between HOMO and LUMO ... 6.6 eV


(3)
ORCA calculation (ωB97M-V/def2-TZVPD) on a cluster of 2 separate species, CH4NO in total.

```
7
Properties=species:S:1:pos:R:3
N -0.27477 -0.78231 0.27016
C -1.31656 -0.09098 0.27476
O 2.14318 0.23707 -0.12771
H -2.29007 -0.27604 -0.23467
H 1.17203 0.00041 0.13436
H 2.01529 -0.01628 -1.06306
H -1.44911 0.92812 0.74617
```

## Properties
LUMO level ... 5.16 eV
Total charge ... -1
Gap between HOMO and LUMO ... 6.8 eV


In order of decreasing stability: (3), (1), (2).


(1)
ORCA calculation (ωB97M-V/def2-TZVPD) on the ion CH4NO with charge -1.

```
7
Properties=species:S:1:pos:R:3
N 0.57980 0.81399 0.30274
C -0.41464 -0.32298 -0.23059
O 0.04751 -0.77286 -1.33509
H 1.27880 0.81068 -0.53319
H 0.50261 0.32941 1.21072
H -1.61222 0.05158 -0.09606
H -0.38185 -0.90982 0.68146
```

## Properties
LUMO level ... 5.22 eV
Total charge ... -1
SMILES string ... NC[O-]
Gap between HOMO and LUMO ... 7.6 eV


(2)
ORCA calculation (ωB97M-V/def2-TZVPD) on a cluster of 2 separate species, CH4NO in total.

```
7
Properties=species:S:1:pos:R:3
N 1.57527 -0.18950 0.16180
C 0.40625 0.19308 -0.23451
O -2.16479 -0.20388 -0.14848
H -0.13772 0.81081 0.45016
H -1.34085 -0.71159 -0.13112
H 1.58323 -0.00371 1.16813
H 0.07860 0.10479 -1.26598
```

## Properties
LUMO level ... 4.72 eV
Total charge ... -1
Gap between HOMO and LUMO ... 7.1 eV


In order of decreasing stability: (2), (1).


(1)
ORCA calculation (ωB97M-V/def2-TZVPD) on a cluster of 2 separate species, C4H12N2 in total.

```
18
Properties=species:S:1:pos:R:3
C -0.26768 1.11313 0.56027
C -1.53304 1.37548 -0.51243
C -0.43817 0.51952 -1.18128
C -0.34923 -0.60674 -0.21857
N -1.74646 -0.93517 0.37020
N 3.29536 -1.09698 0.06408
H 0.71758 1.64299 0.47631
H -0.42853 1.08496 1.63307
H -1.83651 2.54724 -0.59676
H -2.39178 0.89714 -0.20326
H 0.16000 1.28845 -1.62649
H 0.41785 -1.03924 0.42546
H -1.83155 -1.76814 1.07813
H -2.41550 -1.15825 -0.44641
H -2.06276 -0.17230 1.00865
H 3.23085 -0.53500 -0.91460
H 3.22079 -2.06215 -0.17326
H 4.25876 -1.09495 0.25690
```

## Properties
LUMO level ... -10.63 eV
Total charge ... +2
Gap between HOMO and LUMO ... 6.2 eV


(2)
ORCA calculation (ωB97M-V/def2-TZVPD) on the ion C4H12N2 with charge +2.

```
18
Properties=species:S:1:pos:R:3
C -1.63201 1.12742 -0.65792
C -0.34479 0.84630 -0.70092
N 0.31759 0.89551 -2.02062
C 0.47022 0.36737 0.50106
C -0.14071 -0.94615 1.08571
N 0.90051 -1.82986 1.70324
H -2.22706 1.22263 -1.56620
H -2.20190 1.36759 0.23171
H -0.26849 1.34694 -2.73540
H 0.62756 0.01476 -2.44111
H 1.14776 1.49938 -2.01698
H 0.27022 1.16152 1.20494
H 1.52368 0.27348 0.23157
H -0.85607 -0.67885 1.84668
H -0.60160 -1.44026 0.23290
H 1.59669 -2.11634 1.00756
H 1.35044 -1.43309 2.53182
H 0.47642 -2.72925 1.95201
```

## Properties
LUMO level ... -7.22 eV
Total charge ... +2
SMILES string ... C=C([NH3+])CC[NH3+]
Gap between HOMO and LUMO ... 11.6 eV


In order of decreasing stability: (2), (1).


(1)
ORCA calculation (ωB97M-V/def2-TZVPD) on a cluster of 2 separate species, C2H7S in total.

```
10
Properties=species:S:1:pos:R:3
S -4.45190 -0.44614 1.04634
H -3.10936 -0.62125 0.99834
C 0.71088 0.23412 0.42511
C 1.33220 0.00428 -0.97627
H -0.19897 -0.46950 0.54197
H 0.24684 1.23616 0.46538
H 1.28760 0.12648 1.35212
H 0.37415 0.08701 -1.64968
H 1.98529 0.87845 -1.09867
H 1.82328 -1.02960 -1.10465
```

## Properties
LUMO level ... 3.49 eV
Total charge ... -1
Gap between HOMO and LUMO ... 5.8 eV


(2)
ORCA calculation (ωB97M-V/def2-TZVPD) on a cluster of 2 separate species, C2H7S in total.

```
10
Properties=species:S:1:pos:R:3
S 2.67500 0.56405 1.34838
H 2.37108 -0.43572 2.05172
C -0.38351 0.14838 -1.15531
C -0.90756 -0.24108 0.25130
H 0.56454 -0.17509 -1.40007
H -1.03626 -0.21430 -1.93384
H -0.28813 1.29038 -1.25099
H -0.08675 -0.64003 0.89015
H -1.74231 -0.92153 0.37937
H -1.16611 0.62494 0.81929
```

## Properties
LUMO level ... 4.27 eV
Total charge ... -1
Gap between HOMO and LUMO ... 6.7 eV


(3)
ORCA calculation (ωB97M-V/def2-TZVPD) on a cluster of 2 separate species, C2H7S in total.

```
10
Properties=species:S:1:pos:R:3
S 3.86171 1.75900 1.35283
H 3.04510 2.41816 2.18426
C -0.34846 -0.97844 -0.18762
C -1.42768 -0.05025 -0.72433
H 0.53519 -1.04653 -0.82153
H -0.71334 -2.00447 -0.06142
H 0.04049 -0.69980 0.79280
H -1.07357 0.98048 -0.67549
H -1.60252 -0.32377 -1.76329
H -2.31693 -0.05437 -0.09620
```

## Properties
LUMO level ... 3.64 eV
Total charge ... -1
Gap between HOMO and LUMO ... 5.9 eV


In order of decreasing stability: (3), (2), (1).


(1)
ORCA calculation (ωB97M-V/def2-TZVPD) on a cluster of 4 separate species, C2H11NO3 in total.

```
17
Properties=species:S:1:pos:R:3
C -3.14331 1.77780 0.03463
N -3.10552 2.87674 -0.59043
C -2.66877 2.89327 -1.96244
H -2.99546 1.83130 1.10616
H -3.18766 0.83709 -0.52511
H -1.58534 2.89441 -2.02063
H -2.99917 2.10626 -2.65656
H -3.02709 3.81696 -2.41932
O 0.94257 -3.23989 1.53713
H 0.58262 -4.13200 1.54747
H 1.59022 -3.24963 2.25629
O 2.46565 -1.51362 -0.32972
H 1.94177 -1.87647 0.40737
H 1.88102 -0.89065 -0.77009
O 4.45018 -1.72350 1.62422
H 4.94216 -0.94357 1.90490
H 3.91614 -1.46449 0.85614
```

## Properties
LUMO level ... 0.47 eV
SMILES string ... C=NC.O.O.O
Gap between HOMO and LUMO ... 10.0 eV


(2)
ORCA calculation (ωB97M-V/def2-TZVPD) on a cluster of 3 separate species, C2H11NO3 in total.

```
17
Properties=species:S:1:pos:R:3
C 0.55462 1.76760 1.23327
N 0.44793 0.58881 2.06817
C -0.85557 -0.16267 2.07107
O -1.31360 -0.10075 3.43101
H -0.00351 2.56691 1.75213
H 0.22381 1.71113 0.18842
H 1.52060 2.26887 1.34547
H 1.10999 -0.12656 1.78329
H -1.44346 0.29967 1.27926
H -0.64873 -1.21856 1.90346
H -0.54120 0.29745 3.83427
O -0.52415 -0.03639 -3.25482
H -1.33167 -0.38140 -3.65111
H -0.57762 0.85391 -3.63454
O 0.94010 -3.05588 -3.16183
H 0.61791 -2.57864 -3.93548
H 1.82453 -2.69352 -3.25204
```

## Properties
LUMO level ... 0.47 eV
SMILES string ... CNCO.O.O
Gap between HOMO and LUMO ... 10.0 eV


In order of decreasing stability: (1), (2).


(1)
ORCA calculation (ωB97M-V/def2-TZVPD) on an isolated molecule of H3N.

```
4
Properties=species:S:1:pos:R:3
N -0.01090 -0.03899 -0.08282
H -0.87199 -0.20967 0.40900
H 0.74420 -0.66724 0.00086
H 0.29952 0.90861 -0.22327
```

## Properties
LUMO level ... 1.34 eV
SMILES string ... N
Gap between HOMO and LUMO ... 10.9 eV


(2)
ORCA calculation (ωB97M-V/def2-TZVPD) on an isolated molecule of H3N.

```
4
Properties=species:S:1:pos:R:3
N -0.02423 0.09647 -0.02396
H -0.75519 -0.33443 0.59628
H 0.05734 -0.43185 -0.86949
H 0.86744 0.09099 0.44091
```

## Properties
LUMO level ... 1.33 eV
SMILES string ... N
Gap between HOMO and LUMO ... 11.3 eV


In order of decreasing stability: (2), (1).


(1)
ORCA calculation (ωB97M-V/def2-TZVPD) on a cluster of 2 separate species, C3H8OSi in total.

```
13
Properties=species:S:1:pos:R:3
C 2.10052 0.28505 -0.13459
C 0.86348 -0.38350 0.54890
C 0.84720 -0.15619 -0.95432
O -3.24147 -0.35834 0.94617
Si -3.19883 0.21086 -0.55351
H 2.47652 1.23314 0.08192
H 2.86601 -0.48231 -0.11198
H 1.17652 -1.30676 1.01923
H 0.22785 0.18955 1.22780
H 1.04064 -1.00144 -1.55451
H -2.69955 -0.21956 1.72243
H -2.61883 1.56613 -0.75309
H 0.15994 0.42338 -1.48446
```

## Properties
LUMO level ... -0.02 eV
Gap between HOMO and LUMO ... 8.0 eV


(2)
ORCA calculation (ωB97M-V/def2-TZVPD) on an isolated molecule of C3H8OSi.

```
13
Properties=species:S:1:pos:R:3
C 0.46832 -1.60818 0.80397
C -0.07073 -0.41939 0.54669
C 0.05722 0.65352 1.57523
O -0.62770 -0.12824 -0.65869
Si -0.26257 0.59416 -2.09898
H 0.33087 -2.51703 0.16961
H 1.00888 -1.89556 1.75949
H -0.96543 0.90298 2.14301
H 0.94736 0.29086 2.16908
H 0.22550 1.57134 1.09730
H 0.10956 -0.21805 -3.23046
H -1.66873 0.77167 -2.14600
H 0.44744 2.00192 -2.13025
```

## Properties
LUMO level ... 0.80 eV
SMILES string ... C=C(C)O[SiH3]
Gap between HOMO and LUMO ... 9.8 eV


(3)
ORCA calculation (ωB97M-V/def2-TZVPD) on an isolated molecule of C3H8OSi.

```
13
Properties=species:S:1:pos:R:3
C -1.38691 -1.14189 -0.30821
C -1.29316 0.32788 0.01886
O -2.18730 1.12697 -0.25860
C 0.08192 0.53139 0.76652
Si 1.75474 0.53269 -0.21739
H -0.50701 -1.32628 -1.02354
H -2.38806 -1.24644 -0.76272
H -1.29475 -1.77252 0.56565
H 0.09167 -0.19629 1.58557
H 0.13774 1.54675 1.38049
H 2.59223 -0.59271 0.06223
H 2.76776 1.56809 -0.07598
H 1.63113 0.64237 -1.73288
```

## Properties
LUMO level ... 0.82 eV
SMILES string ... CC(=O)C[SiH3]
Gap between HOMO and LUMO ... 10.7 eV


In order of decreasing stability: (3), (2), (1).